Record 1
This record from OMol25 describes a cluster of 2 separate species, C3H11N2 in total in a non-equilibrium geometry. The level of theory is the ωB97M-V functional and the def2-TZVPD basis.

Values from the calculation:
Largest force on an atom ... 0.041 Eh/bohr
Energy above the lowest of the compared OMol25 structures with the same formula, charge and spin ... 4.738 eV
Gap between HOMO and LUMO ... 6.57 eV
Charge ... +1
Total energy ... -6258.8436 eV
E_HOMO ... -14.076 eV
LUMO ... -7.5089 eV

```
16
Properties=species:S:1:pos:R:3:mulliken_charge:R:1
C 1.3303 1.6302 1.1432 -0.775
C -1.1959 -0.4113 0.3206 -0.389
C -1.1055 -1.2088 -0.9089 -0.363
N 0.2186 -1.6183 -1.3016 -0.425
N 0.8131 0.9914 -0.0801 -0.492
H 2.3019 2.0517 0.8887 0.300
H 1.3778 0.8944 1.9386 0.344
H -0.8879 -0.8626 1.2611 0.352
H -2.0213 0.2891 0.3848 0.366
H -1.5499 -0.6273 -1.7279 0.286
H -1.7183 -2.1184 -0.8700 0.392
H 0.9618 -0.9805 -1.0608 0.279
H 0.4551 -2.5855 -1.1479 0.252
H -0.0194 0.4304 0.2867 0.242
H 0.3447 1.6960 -0.6569 0.306
H 0.6948 2.4295 1.5306 0.325
```

---

Record 2
This record from OMol25 describes a cluster of 2 separate species, C3H11N2 in total. The level of theory is the ωB97M-V functional and the def2-TZVPD basis.

Values from the calculation:
Largest force on an atom ... 0.017 Eh/bohr
Energy above the lowest of the compared OMol25 structures with the same formula, charge and spin ... 1.582 eV
Gap between HOMO and LUMO ... 9.20 eV
Charge ... +1
Total energy ... -6261.9995 eV
E_HOMO ... -13.109 eV
LUMO ... -3.9098 eV

```
16
Properties=species:S:1:pos:R:3:mulliken_charge:R:1
N -0.1582 -0.1060 2.5011 -0.448
H 0.1228 -0.4699 1.5170 0.162
H -1.0889 -0.4479 2.7513 0.393
H 0.4496 -0.4459 3.2513 0.392
H -0.1427 0.9190 2.4728 0.409
N -0.4304 1.0265 -2.0856 -0.614
C -0.4273 0.6940 -0.6515 -0.308
C 1.2476 -1.0869 -0.1139 -0.738
C -0.0005 -0.7352 -0.4401 -0.346
H -0.8622 1.9509 -2.1418 0.255
H -1.0562 0.4046 -2.5870 0.254
H -1.4128 0.8944 -0.2041 0.324
H 0.2694 1.3453 -0.1115 0.275
H 1.5064 -2.1325 -0.0114 0.308
H 1.9998 -0.3453 0.1371 0.352
H -0.6862 -1.5210 -0.7451 0.330
```

---

Record 3
This record from OMol25 describes a structure of composition C3H11N2 in a non-equilibrium geometry. The level of theory is the ωB97M-V functional and the def2-TZVPD basis.

Values from the calculation:
Largest force on an atom ... 0.056 Eh/bohr
Energy above the lowest of the compared OMol25 structures with the same formula, charge and spin ... 1.996 eV
Gap between HOMO and LUMO ... 11.35 eV
Charge ... +1
Total energy ... -6261.5856 eV
E_HOMO ... -15.335 eV
LUMO ... -3.9849 eV

```
16
Properties=species:S:1:pos:R:3:mulliken_charge:R:1
C -1.8075 1.1853 1.1256 -0.726
N -0.6839 1.1272 0.0916 -0.501
H -2.7008 0.8655 0.5936 0.305
H -1.4308 0.4821 1.9394 0.256
H -1.9711 2.1795 1.4688 0.333
H -1.1819 1.0163 -0.7746 0.349
H 0.2934 0.3576 0.1135 0.513
H -0.3136 2.0745 0.0727 0.351
C 1.7803 -0.6100 -1.2637 -0.662
C 0.5279 -1.7402 0.3633 -0.181
N 1.1491 -0.6707 0.0390 -0.362
H 1.3463 0.2486 -1.7379 0.234
H 1.6281 -1.5367 -1.8567 0.289
H 2.8762 -0.5467 -1.2747 0.283
H 0.0920 -1.7628 1.3409 0.292
H 0.3964 -2.6694 -0.2407 0.230
```

---

Record 4
This record from OMol25 describes a cluster of 2 separate species, C3H11N2 in total in a non-equilibrium geometry. The level of theory is the ωB97M-V functional and the def2-TZVPD basis.

Values from the calculation:
Largest force on an atom ... 0.087 Eh/bohr
Energy above the lowest of the compared OMol25 structures with the same formula, charge and spin ... 6.199 eV
Gap between HOMO and LUMO ... 5.85 eV
Charge ... +1
Total energy ... -6257.3824 eV
E_HOMO ... -13.958 eV
LUMO ... -8.1122 eV

```
16
Properties=species:S:1:pos:R:3:mulliken_charge:R:1
C 0.2765 -2.2321 0.7617 -0.741
C 0.1071 0.3550 -1.3353 -0.379
C -0.2707 1.6567 -0.7546 -0.444
N 0.1067 1.7764 0.6581 -0.372
N -0.5152 -0.9933 0.8262 -0.338
H 0.2926 -2.7152 1.7435 0.338
H 1.2817 -1.9400 0.4326 0.290
H 1.1763 0.1864 -1.5081 0.341
H -0.4220 0.3311 -2.2980 0.301
H -1.3142 1.9220 -0.8503 0.293
H 0.2347 2.5391 -1.1737 0.428
H 0.2250 0.9849 1.2830 0.281
H 0.6847 2.5464 0.9586 0.233
H -0.4448 -0.3425 -0.1576 0.238
H -1.3628 -1.1001 1.3756 0.214
H -0.0555 -2.9747 0.0384 0.315
```

---

Record 5
This record from OMol25 describes a cluster of 3 separate species, C3H11N2 in total in a non-equilibrium geometry. The level of theory is the ωB97M-V functional and the def2-TZVPD basis.

Values from the calculation:
Largest force on an atom ... 0.068 Eh/bohr
Energy above the lowest of the compared OMol25 structures with the same formula, charge and spin ... 4.243 eV
Gap between HOMO and LUMO ... 10.73 eV
Charge ... +1
Total energy ... -6259.3390 eV
E_HOMO ... -14.264 eV
LUMO ... -3.5352 eV

```
16
Properties=species:S:1:pos:R:3:mulliken_charge:R:1
C -1.2287 1.4819 0.8748 -0.852
C -1.0668 -0.5915 -0.6343 -0.767
C 0.8459 0.2295 0.5099 -0.370
N 1.8455 0.1896 -0.2918 -0.109
N -0.4048 0.7540 -0.1551 -0.104
H -1.3052 0.8426 1.7537 0.401
H -0.8404 2.4375 1.2488 0.371
H -2.2792 1.5459 0.7142 0.375
H -2.1137 -0.3784 -0.9420 0.338
H -0.5046 -1.0028 -1.4054 0.313
H -1.0617 -1.1510 0.2900 0.411
H 2.3529 2.0081 2.4467 -0.288
H 3.0021 2.4588 2.8141 0.295
H 2.6974 -0.1819 0.1662 0.344
H 1.9019 0.5148 -1.2842 0.238
H -0.0614 1.4095 -0.8926 0.404
```

---

Record 6
This record from OMol25 describes a cluster of 2 separate species, C3H11N2 in total in a non-equilibrium geometry. The level of theory is the ωB97M-V functional and the def2-TZVPD basis.

Values from the calculation:
Largest force on an atom ... 0.053 Eh/bohr
Energy above the lowest of the compared OMol25 structures with the same formula, charge and spin ... 1.835 eV
Gap between HOMO and LUMO ... 11.60 eV
Charge ... +1
Total energy ... -6261.7463 eV
E_HOMO ... -14.690 eV
LUMO ... -3.0874 eV

```
16
Properties=species:S:1:pos:R:3:mulliken_charge:R:1
C 2.6012 0.1175 0.9779 -0.239
N 1.5134 0.6950 1.2879 -0.559
H 3.6087 0.5438 0.9503 0.269
H 2.6199 -0.9229 0.6223 0.219
H -0.1142 0.2867 0.5888 0.461
H 1.6813 1.7000 1.1130 0.235
C -2.1146 0.0163 0.2734 -0.800
N -0.7077 0.2713 -0.2694 -0.073
C -0.3256 -0.7410 -1.3083 -1.006
H -1.9263 -0.0904 1.3300 0.344
H -2.4572 -0.8908 -0.2359 0.322
H -2.8180 0.8448 0.1530 0.334
H -0.8149 1.1681 -0.7439 0.346
H -0.0153 -1.6946 -0.7839 0.354
H -1.1628 -0.9706 -1.9807 0.452
H 0.4320 -0.3332 -1.9745 0.342
```

---

Record 7
This record from OMol25 describes a cluster of 2 separate species, C3H11N2O in total in a non-equilibrium geometry. The level of theory is the ωB97M-V functional and the def2-TZVPD basis.

Values from the calculation:
Largest force on an atom ... 0.084 Eh/bohr
Energy above the lowest of the compared OMol25 structures with the same formula, charge and spin ... 1.471 eV
Gap between HOMO and LUMO ... 10.75 eV
Charge ... +1
Total energy ... -8310.3214 eV
E_HOMO ... -14.013 eV
LUMO ... -3.2594 eV

```
17
Properties=species:S:1:pos:R:3:mulliken_charge:R:1
C 0.1769 2.5900 0.1493 -0.896
C 0.7488 1.1742 0.2674 0.574
O -0.0239 0.3145 0.6250 -0.674
N 2.0745 0.8587 0.3144 -0.338
H -0.9137 2.4631 0.0132 0.257
H 0.4700 3.1213 -0.8205 0.351
H 2.2405 -0.1271 0.2226 0.214
H 2.8516 1.4730 0.2045 0.203
H 0.4445 3.1080 1.1996 0.283
C -0.6718 -1.9055 -0.9568 -0.577
N -1.4009 -1.9152 0.4220 -0.298
H -2.3941 -2.3115 0.3726 0.375
H -0.8028 -2.5127 1.0422 0.379
H -1.2440 -1.0558 0.8708 0.357
H -0.7377 -2.8523 -1.5092 0.364
H 0.3715 -1.4014 -0.8689 0.108
H -1.1893 -1.0212 -1.5484 0.319
```